A molecular structure, C22H41BN6O3PdSSi, computed with wB97M-V/def2-TZVPD.

Each line ends with the Mulliken charge.
CARTESIAN COORDINATES (ANGSTROEM)
1 H 2.38517 -1.66662 -1.67326  0.522
2 N 1.72914 0.32393 -1.69613  0.388
3 B 1.37949 2.80366 -1.73602  0.092
4 N 2.20485 1.53774 -2.19250  -0.021
5 C 3.41202 1.30523 -2.74604  -0.025
6 Pd -0.01538 0.05500 -0.56448  -0.338
7 H 3.98173 2.12192 -3.18707  0.485
8 C 3.69997 -0.05632 -2.66493  -1.164
9 H 4.53670 -0.60192 -3.05028  0.431
10 C 2.60971 -0.64729 -1.97807  -0.283
11 H 1.89339 3.80570 -2.12116  -0.030
12 C -2.21384 -0.12435 2.52980  0.374
13 H -3.11058 -0.74526 2.74304  -0.170
14 H -2.06058 -0.06673 1.39830  -0.056
15 H -2.32478 0.87269 2.98697  0.410
16 N 1.27144 2.78794 -0.15419  0.105
17 N -0.09108 2.66827 -2.22350  0.074
18 N 0.74918 1.71780 0.55426  0.447
19 N -0.84123 1.58267 -1.78225  0.307
20 C 1.74710 3.69041 0.71731  0.074
21 C -0.88038 3.46098 -2.97627  -0.052
22 H 2.18237 4.58105 0.31158  0.493
23 H -0.50231 4.38771 -3.40910  0.470
24 C 1.49685 3.22243 2.00753  -1.286
25 C -2.13721 2.87849 -3.04389  -1.077
26 C 0.84367 1.97714 1.86852  -0.437
27 C -2.08519 1.69627 -2.28391  -0.347
28 H 1.72783 3.71334 2.91456  0.454
29 H -3.00520 3.23397 -3.58145  0.420
30 H 0.48242 1.28584 2.61502  0.544
31 H -2.85744 0.95741 -2.12135  0.533
32 H -1.34272 -0.55228 3.03954  -0.315
33 C 0.79088 -6.38487 -0.40753  -1.552
34 C -0.46136 -5.71138 -0.94665  1.732
35 C -0.07541 -4.89272 -2.16087  -1.831
36 C -1.46776 -6.75424 -1.40676  -1.837
37 O -1.08856 -4.93811 0.10996  0.545
38 Si -0.87720 -3.36180 0.70935  -0.008
39 S -0.70720 -2.04327 -0.87190  0.080
40 O -2.20366 -3.11876 1.67112  0.406
41 C -3.49523 -3.74986 1.50993  1.611
42 C -4.04202 -3.39683 0.13833  -1.435
43 C -3.37428 -5.25881 1.61177  -1.486
44 C -4.42640 -3.25447 2.62474  -1.819
45 O 0.47101 -3.27898 1.66677  -0.161
46 C 0.66573 -3.24373 3.10409  1.557
47 C 0.90334 -1.83747 3.63533  -1.548
48 C -0.48756 -3.89867 3.82943  -1.487
49 C 1.88801 -4.11494 3.37865  -1.764
50 H 1.22090 -6.97111 -1.22866  0.467
51 H 0.53745 -7.05757 0.41775  0.370
52 H 1.53680 -5.66126 -0.05985  0.263
53 H 0.34657 -5.58286 -2.90351  0.553
54 H -0.93576 -4.40062 -2.62186  0.380
55 H 0.68657 -4.14083 -1.94155  0.327
56 H -1.70271 -7.43973 -0.58829  0.420
57 H -2.39281 -6.28702 -1.76531  0.337
58 H -1.03572 -7.32790 -2.23524  0.498
59 H -3.49457 -3.91908 -0.65494  0.132
60 H -5.08114 -3.73751 0.10141  0.546
61 H -4.00089 -2.31802 -0.04552  0.226
62 H -2.99695 -5.56542 2.59493  0.342
63 H -4.37125 -5.69363 1.45434  0.520
64 H -2.71541 -5.65921 0.83245  0.187
65 H -4.07406 -3.57410 3.61706  0.383
66 H -4.53497 -2.16276 2.60891  0.408
67 H -5.43676 -3.67706 2.50875  0.464
68 H 0.00801 -1.20709 3.63168  0.065
69 H 1.16979 -1.91533 4.69760  0.478
70 H 1.73287 -1.33530 3.11698  0.304
71 H -0.64784 -4.91027 3.43773  0.353
72 H -0.18340 -3.98122 4.87825  0.594
73 H -1.42123 -3.33061 3.80412  0.145
74 H 1.66169 -5.13646 3.04401  0.412
75 H 2.76309 -3.71916 2.85053  0.370
76 H 2.13232 -4.15901 4.44936  0.429

Calculated values
Orbital gap (spin up / spin down) in hartree: 0.3849 / 0.1388
2S+1: 5
Calculated total energy in eV: -61417.4013
Net charge: +2
LUMO (spin up / spin down) in Eh: -0.1726 / -0.4094